{"formula": "C14H50O18", "method": "ωB97M-V/def2-TZVPD", "mol_weight_g_mol": 506.54, "homo_ev": -9.1, "e_above_lowest_kj_mol": 307.56, "largest_force_ev_per_a": 4.0, "multiplicity": 1, "orbital_gap_ev": 8.9, "energy_ev": -52178.26544, "species": ["O", "C", "C", "O", "H", "H", "H", "H", "H", "H", "O", "C", "C", "O", "H", "H", "H", "H", "H", "H", "O", "C", "C", "O", "H", "H", "H", "H", "H", "H", "O", "C", "C", "O", "H", "H", "H", "H", "H", "H", "O", "C", "C", "O", "H", "H", "H", "H", "H", "H", "O", "C", "C", "O", "H", "H", "H", "H", "H", "H", "O", "C", "C", "O", "H", "H", "H", "H", "H", "H", "O", "H", "H", "O", "H", "H", "O", "H", "H", "O", "H", "H"], "positions_angstrom": [[11.2473, 1.3863, -21.9773], [9.8930, 0.9518, -21.9364], [8.8046, 2.0278, -22.1797], [8.9105, 3.0937, -21.2434], [11.6527, 0.9663, -22.7579], [9.6738, 0.1535, -22.6552], [9.7801, 0.5507, -20.9271], [7.8133, 1.6039, -22.0137], [8.8636, 2.4334, -23.1949], [9.7687, 3.5317, -21.3946], [9.1766, 5.9558, -29.8636], [10.5672, 5.6891, -30.1017], [10.8955, 5.9403, -31.5704], [10.4599, 4.7868, -32.3105], [8.9787, 6.7538, -30.3629], [11.1854, 6.3500, -29.4888], [10.7716, 4.6276, -29.9699], [11.9745, 6.1247, -31.5685], [10.4609, 6.8371, -32.0188], [9.6261, 5.0438, -32.7133], [11.4998, 5.3225, -27.5920], [11.5021, 3.8928, -27.5928], [10.7907, 3.4028, -26.3518], [11.5178, 3.5150, -25.1253], [11.7563, 5.5247, -26.6792], [10.9888, 3.5156, -28.4656], [12.4570, 3.3505, -27.5267], [10.6567, 2.3182, -26.3957], [9.8537, 3.9469, -26.2134], [11.7145, 2.6312, -24.7857], [7.1676, 6.8836, -27.4775], [8.3780, 6.6551, -26.7927], [8.6196, 5.1426, -26.6041], [8.5740, 4.3698, -27.8266], [7.3593, 6.6666, -28.3934], [9.2210, 7.0470, -27.3695], [8.4742, 7.0386, -25.7773], [7.8668, 4.7129, -25.9451], [9.5988, 4.9133, -26.1792], [9.0176, 4.8762, -28.5403], [12.3172, 0.8352, -24.5062], [13.7038, 0.9259, -24.8804], [14.5456, 1.1214, -23.6562], [14.5455, 2.4695, -23.2388], [11.8114, 0.2698, -25.0957], [13.8886, -0.0049, -25.4301], [13.8887, 1.6331, -25.6961], [15.5744, 0.7882, -23.8423], [14.2394, 0.4469, -22.8549], [15.0925, 2.9657, -23.8539], [11.5995, 2.0632, -31.4825], [12.8364, 2.6067, -31.1305], [13.9887, 1.6368, -31.4501], [15.0964, 1.8885, -30.5949], [11.1035, 2.7543, -31.9333], [12.9717, 3.5412, -31.6946], [12.8797, 2.9576, -30.0878], [14.2518, 1.7627, -32.5009], [13.7311, 0.6193, -31.1570], [15.5622, 2.6844, -30.8682], [7.8846, 1.9999, -26.0537], [7.7662, 0.6287, -25.7339], [6.6546, 0.0070, -26.5413], [7.0216, -0.2141, -27.9301], [8.1358, 2.0492, -26.9851], [8.6924, 0.0464, -25.8435], [7.5268, 0.5220, -24.6753], [5.8468, 0.7401, -26.5668], [6.3392, -0.9874, -26.2298], [7.7792, 0.3394, -28.1500], [9.4118, 1.6589, -28.5355], [9.5651, 2.4718, -29.0278], [9.9759, 1.0034, -28.9634], [13.4883, 6.7227, -29.0903], [13.8388, 6.1532, -29.7816], [12.9769, 6.1271, -28.5125], [14.1520, 0.3568, -28.2855], [14.7001, 0.6675, -29.0201], [13.2608, 0.6421, -28.5073], [11.3743, 4.2093, -21.8471], [11.6581, 3.2813, -21.9354], [11.9825, 4.7060, -22.4014]], "atomic_forces_ev_per_a": [[-0.0154, -0.1031, -0.8523], [-1.0561, -0.0242, 0.4349], [1.0661, 0.5616, 0.7140], [0.1462, -0.2462, -0.1142], [0.0020, 0.4940, 0.2731], [0.3647, -0.1415, -0.0140], [-0.4117, -0.0554, -0.0360], [0.0826, -0.2810, -0.1596], [0.0212, -0.1821, -0.1781], [-0.4260, 0.1258, -0.0017], [0.2289, -0.1401, -0.3689], [-0.1274, 1.6240, -1.4371], [0.0883, -0.5037, 0.7418], [0.4949, 0.4919, -0.3269], [-0.1983, 0.0764, 0.1817], [-0.2216, -0.4239, -0.0793], [-0.0914, 0.2037, 0.3662], [0.0853, -0.5899, -0.6875], [-0.1795, 0.1224, 0.3335], [-0.0219, -0.3300, -0.1130], [1.0888, -0.5330, 0.5057], [-0.1296, -1.0519, 1.3854], [0.1695, -2.4910, 0.9509], [0.7280, 1.3229, -0.1228], [-0.0170, 0.3546, -0.0679], [-0.0092, 0.2605, -0.0394], [0.6184, 0.9159, -0.4520], [-0.6557, 0.1417, -0.8988], [1.7141, -3.5965, -0.1204], [0.0074, 0.1070, -0.0474], [-0.0700, 0.6319, 0.5210], [1.0683, -1.8904, -0.3236], [-1.1463, 0.9701, -0.9947], [0.0896, 0.4912, 0.1575], [-0.1678, -0.1617, -0.0364], [0.0441, 0.2005, 0.0298], [-0.7997, 0.6135, -0.1192], [-0.1049, -0.0324, -0.0511], [-1.4150, 3.4622, 0.4801], [-0.7369, -0.1084, 0.8211], [-0.3685, 0.7489, 0.2528], [-0.4032, -1.6963, -1.2749], [0.8799, -0.2234, -0.3604], [-0.2271, 0.0111, 0.4835], [0.2475, -0.0486, -0.1740], [0.6194, -0.2027, 0.5487], [-0.2194, 0.6706, 0.5264], [-0.0124, 0.0860, -0.3625], [-0.4778, 0.4408, 0.1576], [-0.0382, 0.0538, 0.0099], [-0.4785, -0.3874, 0.1241], [0.6049, 0.8850, -0.2241], [-0.3434, 0.5455, 0.8781], [0.4524, 0.2969, -0.0872], [-0.2441, 0.0692, -0.0535], [0.2589, -0.1000, -0.1377], [-0.0083, -0.5977, 0.1671], [0.0405, -0.5239, -0.0183], [-0.4289, -0.0426, -0.6627], [0.0187, -0.0283, 0.0356], [0.2603, -0.3508, 0.2505], [-0.3419, -0.4457, 0.3395], [0.1975, -0.0781, -1.5089], [0.2294, 0.0063, 0.4139], [0.1444, 0.3472, 0.0208], [0.1838, 0.2134, -0.3588], [-0.1565, 0.3751, 0.0998], [-0.3201, -0.2652, 0.3884], [-0.1144, 0.2060, 0.5520], [-0.1043, 0.1516, -0.1045], [0.2011, -0.4743, -0.2251], [-0.3716, 0.0251, 0.0542], [-0.0982, -0.0001, -0.0912], [-0.0061, -0.1742, 0.0084], [0.1097, 0.0275, 0.0492], [0.0260, 0.1533, -0.0903], [-0.0520, -0.0880, 0.0888], [0.0021, 0.1794, 0.0876], [0.0301, 0.0197, -0.0606], [0.3993, -0.1388, 0.0587], [-0.0570, 0.0420, 0.0204], [-0.1408, 0.0268, -0.0762]]}